## 1
{
  "formula": "C16H24F6NaO12P",
  "method": "wB97M-V/def2-TZVPD",
  "elements": ["P", "Na", "F", "F", "F", "F", "F", "F", "O", "O", "O", "O", "O", "O", "O", "O", "O", "O", "O", "O", "C", "C", "C", "C", "C", "C", "C", "C", "C", "C", "C", "C", "C", "C", "C", "C", "H", "H", "H", "H", "H", "H", "H", "H", "H", "H", "H", "H", "H", "H", "H", "H", "H", "H", "H", "H", "H", "H", "H", "H"],
  "xyz": [[3.88603, -1.40294, 15.42434], [6.88675, -0.41002, 15.96948], [2.76900, -0.51958, 14.60439], [2.74560, -1.82567, 16.42760], [3.40154, -2.48940, 14.36548], [5.01644, -0.86381, 14.39295], [4.16971, -0.16337, 16.42777], [4.95977, -2.39589, 16.06764], [9.22309, 2.11184, 19.22594], [6.10159, 3.45195, 13.91832], [9.01063, -3.47919, 13.54380], [8.07671, -3.13351, 19.36955], [7.26353, 1.53586, 14.19490], [8.79243, 1.07865, 17.09091], [9.78099, -1.66173, 12.55770], [9.67199, 3.06740, 17.24905], [8.46497, -1.46480, 14.35270], [7.78010, 3.47161, 15.34251], [7.81880, -4.47710, 17.65212], [7.42813, -2.27563, 17.37223], [7.79264, -3.22265, 18.03574], [7.07487, 2.74911, 14.46969], [6.09522, 4.74218, 14.37500], [7.53461, -4.68924, 21.15200], [10.53963, -2.71621, 12.07548], [9.23471, -4.83217, 11.57867], [8.25710, -4.46251, 19.80722], [10.28754, 3.86407, 18.24003], [9.98329, -3.98159, 12.65784], [9.17140, 2.00830, 17.81848], [4.75121, 5.06065, 15.04116], [9.02843, -2.13552, 13.53834], [7.17598, 4.75138, 15.38302], [9.90537, 5.32545, 17.94077], [8.10823, -5.45420, 18.67126], [9.72919, 3.28970, 19.63927], [10.30954, -2.72709, 11.01010], [7.21160, -5.72589, 21.24744], [7.91442, -4.33767, 22.11130], [6.57410, -4.20097, 20.98733], [3.98380, 5.20586, 14.28083], [11.37268, 3.78390, 18.30440], [7.94310, 5.50670, 15.21236], [7.24853, -6.10748, 18.82040], [10.53529, 3.13033, 20.35544], [4.53883, 4.21763, 15.69867], [10.65043, -4.70111, 13.13252], [6.33474, 5.48735, 13.61641], [6.66360, 4.92119, 16.32998], [9.31817, -4.49573, 20.05446], [4.76619, 5.92264, 15.70814], [9.89937, -5.08342, 10.75211], [10.53718, 5.86508, 18.64627], [9.01930, -6.03922, 18.54556], [8.92099, -5.82905, 11.88839], [11.59657, -2.54991, 12.28363], [10.27577, 5.61966, 16.95876], [8.84532, 5.57241, 17.88246], [8.37938, -4.33404, 11.12219], [9.01146, 3.99702, 20.05480]],
  "nbo_charge": [2.60, 0.95, -0.61, -0.59, -0.59, -0.60, -0.60, -0.59, -0.49, -0.45, -0.47, -0.48, -0.62, -0.61, -0.46, -0.46, -0.60, -0.47, -0.47, -0.62, 0.99, 0.97, 0.06, -0.64, -0.10, -0.63, 0.05, 0.07, 0.06, 0.99, -0.63, 0.98, -0.10, -0.64, -0.07, -0.07, 0.20, 0.21, 0.23, 0.23, 0.23, 0.19, 0.19, 0.20, 0.19, 0.23, 0.20, 0.18, 0.18, 0.17, 0.21, 0.21, 0.22, 0.20, 0.22, 0.19, 0.22, 0.22, 0.23, 0.18],
  "spin_multiplicity": 1,
  "homo_lumo_gap_ev": 10.2
}


## 2
{
  "formula": "C16H24F6NaO12P",
  "method": "wB97M-V/def2-TZVPD",
  "elements": ["P", "Na", "F", "F", "F", "F", "F", "F", "O", "O", "O", "O", "O", "O", "O", "O", "O", "O", "O", "O", "C", "C", "C", "C", "C", "C", "C", "C", "C", "C", "C", "C", "C", "C", "C", "C", "H", "H", "H", "H", "H", "H", "H", "H", "H", "H", "H", "H", "H", "H", "H", "H", "H", "H", "H", "H", "H", "H", "H", "H"],
  "xyz": [[4.33757, 3.12846, -1.14697], [1.50008, 1.97395, 0.59466], [4.73593, 3.51326, -2.67590], [5.71301, 3.70576, -0.56705], [3.97160, 2.64809, 0.36096], [2.95785, 2.42452, -1.65934], [3.47576, 4.49423, -0.81073], [5.08762, 1.71500, -1.54033], [0.95880, -3.03817, 0.99219], [-0.79974, 2.39493, 2.02281], [0.05950, 2.23459, -3.95157], [0.11793, 2.17408, -1.72244], [-1.61772, 1.11085, 0.29499], [1.73366, 0.74317, 2.88054], [0.94885, -0.80827, 0.55716], [-2.81067, 1.44139, 2.10698], [-0.70884, -2.15824, -0.08984], [3.37799, -0.19224, 4.07257], [1.38214, -1.13747, 4.09369], [-1.60376, 3.17250, -2.80913], [3.60715, -1.54912, 4.40105], [-3.66131, 0.71754, 1.25713], [0.08899, -4.12360, 0.77645], [-0.86223, 2.64025, -4.91089], [-1.39299, 1.36362, -5.62175], [2.25573, -2.06633, 4.78193], [-0.39824, 2.54501, -2.72514], [-2.90339, 0.63013, -0.08597], [2.09057, -0.10713, 3.62755], [-1.00531, -3.57296, -0.10258], [-1.07502, -4.06286, -1.54617], [-4.99259, 1.48674, 1.16356], [-1.68105, 1.75748, 1.52493], [-1.81077, 3.60026, -4.17386], [2.03789, -3.54760, 4.35881], [0.43223, -1.88414, 0.51082], [0.69219, -4.89566, 0.28956], [-2.03152, 0.85758, -4.89167], [-3.32402, 1.14219, -0.95224], [-5.78272, 0.90290, 0.69648], [-1.77051, 4.61818, -4.54982], [-2.84270, -0.41808, -0.38233], [-0.75102, -5.10561, -1.60445], [4.07861, -2.01057, 3.52287], [-5.30884, 1.92697, 2.10805], [-2.79306, 3.16106, -4.36642], [-0.51112, 0.80815, -5.92947], [4.49035, -1.67321, 5.03184], [-1.94083, -3.71544, 0.43916], [-0.17219, -4.55629, 1.74437], [-0.24938, -3.66300, -2.13693], [-0.43536, 3.29113, -5.67938], [-4.75266, 2.36527, 0.55882], [-3.84019, -0.28676, 1.64165], [-2.08317, 1.47002, -6.45954], [0.96388, -3.69234, 4.23924], [1.97923, -1.92934, 5.82728], [-2.10263, -3.90716, -1.85864], [2.53079, -3.76511, 3.41151], [2.40962, -4.29255, 5.06093]],
  "nbo_charge": [2.59, 0.96, -0.58, -0.58, -0.62, -0.61, -0.59, -0.60, -0.49, -0.60, -0.47, -0.59, -0.49, -0.60, -0.59, -0.47, -0.49, -0.48, -0.49, -0.50, -0.12, 0.07, -0.10, 0.07, -0.63, 0.07, 0.98, -0.09, 0.99, 0.06, -0.64, -0.63, 0.99, -0.10, -0.63, 0.99, 0.19, 0.20, 0.19, 0.22, 0.21, 0.19, 0.22, 0.19, 0.23, 0.19, 0.24, 0.22, 0.19, 0.19, 0.24, 0.18, 0.21, 0.18, 0.22, 0.22, 0.19, 0.23, 0.22, 0.23],
  "spin_multiplicity": 1,
  "homo_lumo_gap_ev": 10.4
}


What should be chosen as the least stable of them? Choose 1.